# 1
Molecular formula: C4H14N2O2
Method: DFT, ωB97M-V with the def2-TZVPD basis set

The HOMO-LUMO gap is 0.350 Eh. Its LUMO energy is 0.855 eV. Its SMILES is CNCCNCO.O. For the energy relative to the best compared isomer or geometry (same formula, charge and spin), the calculation gives 3.095 eV. The total charge is 0.

Last column: natural (NBO) charge in e.
Atoms and positions in Å:
C  0.7585  0.8212  -0.4033  -0.2392
N  -0.0100  2.1283  -0.7951  -0.6481
C  0.5028  2.6424  -2.0296  0.0750
O  -0.1556  1.9817  -3.2014  -0.7554
C  -0.0753  0.1289  0.7603  -0.2235
N  -0.1020  -1.3919  0.4309  -0.6469
C  -1.0075  -2.2312  1.1363  -0.4242
H  1.7929  0.9961  -0.0411  0.2052
H  0.9794  0.1266  -1.2870  0.1890
H  -0.9860  1.8710  -0.9142  0.3697
H  0.3656  3.8307  -2.2194  0.1597
H  1.6596  2.4500  -2.2543  0.1815
H  -0.6303  2.6743  -3.5771  0.4615
H  0.2378  0.2399  1.8635  0.1961
H  -1.0222  0.6155  0.7674  0.1642
H  -0.2170  -1.3221  -0.6633  0.3556
H  -2.0810  -2.1860  0.7921  0.1601
H  -1.0062  -1.9798  2.2272  0.2252
H  -0.7713  -3.3588  0.9969  0.1902
H  0.7197  -2.9913  4.2545  0.4630
H  0.8240  -3.3304  2.8508  0.4692
O  0.1366  -3.3514  3.5727  -0.9280

# 2
Molecular formula: C3H3NO2
Method: DFT, ωB97M-V with the def2-TZVPD basis set

The HOMO-LUMO gap is 0.335 Eh. Its LUMO energy is 0.191 eV. Its SMILES is Oc1ncco1. For the energy relative to the best compared isomer or geometry (same formula, charge and spin), the calculation gives 3.483 eV. The total charge is 0.

Last column: natural (NBO) charge in e.
Atoms and positions in Å:
C  0.9691  -0.0784  0.0638  0.6821
C  -1.2264  -0.6279  0.0285  -0.1282
C  -1.1087  0.7562  -0.1508  0.0525
H  2.6526  -0.7466  0.4635  0.5095
H  -2.1870  -1.2294  -0.1924  0.2326
H  -1.6314  1.8086  0.0333  0.2276
N  0.1055  -1.0905  -0.0991  -0.5211
O  2.2520  0.1660  -0.1776  -0.6137
O  0.1743  1.0418  0.0308  -0.4414

# 3
Molecular formula: C11H13N3O2S2
Method: DFT, ωB97M-V with the def2-TZVPD basis set

The HOMO-LUMO gap is 0.341 Eh. Its LUMO energy is 0.177 eV. Its SMILES is CCOCCc1nnc(NC(=O)c2cccs2)s1. For the energy relative to the best compared isomer or geometry (same formula, charge and spin), the calculation gives 0.275 eV. The total charge is 0.

Last column: natural (NBO) charge in e.
Atoms and positions in Å:
C  -2.5692  -2.3077  1.7223  -0.6174
C  -3.2360  -1.2692  0.8351  -0.0678
O  -2.5174  -1.2073  -0.3839  -0.5448
C  -3.0938  -0.4035  -1.3761  -0.0505
C  -3.0972  1.1047  -1.0430  -0.4942
C  -1.8195  1.4883  -0.3990  0.0727
N  -1.7242  2.1046  0.7209  -0.2632
N  -0.4861  2.2642  1.1630  -0.2915
C  0.4075  1.7464  0.3933  0.2139
N  1.7492  1.8177  0.6352  -0.6350
C  2.7387  0.9348  0.2396  0.6574
O  3.8972  1.2831  0.2281  -0.5568
C  2.3065  -0.4253  -0.1002  -0.3582
C  2.8544  -1.2340  -1.0589  -0.1764
C  2.2812  -2.5187  -1.0828  -0.2689
C  1.3307  -2.6832  -0.1236  -0.3830
S  1.1001  -1.2739  0.8176  0.4809
H  0.7446  -3.5546  0.0908  0.2419
H  2.5670  -3.2879  -1.7771  0.2300
H  3.6267  -0.8978  -1.7266  0.2376
H  2.0725  2.6522  1.1110  0.4331
S  -0.2646  1.0242  -1.0716  0.3310
H  -3.2424  1.6636  -1.9699  0.2332
H  -3.9063  1.3568  -0.3563  0.2401
H  -4.1256  -0.7237  -1.5877  0.1755
H  -2.4788  -0.5793  -2.2632  0.1902
H  -3.2286  -0.2909  1.3350  0.1760
H  -4.2815  -1.5485  0.6316  0.1609
H  -3.1026  -2.3867  2.6650  0.2150
H  -1.5406  -2.0161  1.9174  0.2094
H  -2.5693  -3.2750  1.2270  0.2089